{
  "formula": "C47H106CrFN6O11Y",
  "method": "ωB97M-V/def2-TZVPD",
  "e_tot_ha": -4193.035356,
  "multiplicity": 5,
  "s_squared": 6.012,
  "elements": ["Cr", "Y", "C", "C", "C", "C", "C", "C", "N", "O", "C", "C", "C", "H", "H", "H", "H", "H", "H", "H", "H", "H", "H", "H", "H", "H", "H", "H", "H", "H", "H", "C", "C", "C", "C", "C", "C", "N", "O", "C", "C", "C", "H", "H", "H", "H", "H", "H", "H", "H", "H", "H", "H", "H", "H", "H", "H", "H", "H", "H", "C", "C", "C", "C", "C", "C", "N", "O", "C", "C", "C", "H", "H", "H", "H", "H", "H", "H", "H", "H", "H", "H", "H", "H", "H", "H", "H", "H", "H", "C", "C", "O", "O", "H", "H", "H", "F", "C", "C", "C", "O", "C", "N", "H", "H", "H", "H", "H", "H", "H", "H", "H", "H", "H", "C", "C", "C", "O", "C", "N", "H", "H", "H", "H", "H", "H", "H", "H", "H", "H", "H", "C", "O", "C", "C", "N", "C", "C", "O", "C", "H", "H", "H", "H", "H", "H", "H", "H", "H", "H", "H", "H", "H", "H", "H", "C", "C", "O", "H", "H", "H", "H", "H", "H", "C", "C", "O", "H", "H", "H", "H", "H", "H"],
  "xyz": [[-10.56142, -4.69273, -14.19465], [-12.37682, -2.24853, -11.26119], [-8.84155, -0.04381, -12.82276], [-8.19622, -0.30119, -11.43155], [-7.54186, 1.13450, -11.14429], [-6.99259, 1.42946, -9.69026], [-8.23970, 1.25901, -8.82063], [-8.89575, -0.22569, -8.88502], [-9.22388, -0.49588, -10.36382], [-10.13812, -1.53516, -10.58257], [-10.08707, -0.00428, -8.01335], [-8.00365, -1.16626, -8.18202], [-7.07245, -1.37536, -11.47412], [-8.25716, 0.47632, -13.58174], [-9.67972, 0.64645, -12.72724], [-9.20565, -0.95358, -13.30010], [-8.32400, 1.89278, -11.10744], [-6.82311, 1.38513, -11.92448], [-6.49753, 2.40018, -9.66379], [-6.16520, 0.84710, -9.28483], [-9.00591, 1.98468, -9.09343], [-7.98740, 1.47580, -7.78263], [-10.84382, 0.69105, -8.37659], [-9.80906, 0.24094, -6.98833], [-10.72767, -0.88604, -7.99739], [-7.70473, -0.89651, -7.16911], [-7.06409, -1.35998, -8.69951], [-8.42255, -2.17223, -8.15692], [-6.14102, -0.99277, -11.05680], [-6.84634, -1.57852, -12.52088], [-7.27997, -2.22054, -10.81784], [-9.51652, -6.66273, -18.24443], [-9.74040, -7.86849, -17.22539], [-8.96810, -9.05943, -17.69815], [-7.45066, -8.98687, -17.70770], [-6.99070, -8.77228, -16.26124], [-7.68108, -7.58495, -15.53106], [-9.16140, -7.60494, -15.82031], [-9.93271, -6.81143, -14.92027], [-6.99178, -6.26980, -15.95819], [-7.30294, -7.87281, -14.02527], [-11.25540, -8.11476, -17.22802], [-8.54595, -6.66132, -18.74049], [-9.60160, -5.70972, -17.72228], [-10.29030, -6.73732, -19.00850], [-9.38040, -9.25598, -18.68784], [-9.10656, -9.98194, -17.13434], [-7.06731, -8.19457, -18.35066], [-7.01783, -9.89077, -18.13635], [-5.92783, -8.53106, -16.24709], [-7.19807, -9.74625, -15.81795], [-7.33436, -5.93401, -16.93695], [-5.91655, -6.39197, -16.08884], [-7.25112, -5.51923, -15.21154], [-7.61785, -7.04863, -13.38522], [-6.26428, -8.17144, -13.88340], [-7.85593, -8.67977, -13.54454], [-11.56587, -8.83002, -17.98966], [-11.81106, -7.21722, -17.49962], [-11.60389, -8.54817, -16.29056], [-15.82198, -4.29618, -9.80867], [-16.30027, -3.01386, -9.10377], [-16.56053, -3.50750, -7.68184], [-16.82288, -2.36446, -6.73122], [-15.56647, -1.45043, -6.83261], [-15.32110, -0.79855, -8.16734], [-15.25713, -1.95180, -9.12799], [-14.77264, -1.66884, -10.47317], [-13.83364, -0.13572, -8.00995], [-16.41927, 0.28752, -8.60365], [-17.61926, -2.60108, -9.86648], [-14.78186, -4.55282, -9.60767], [-15.93105, -4.28059, -10.89308], [-16.32461, -5.15635, -9.36643], [-15.73493, -4.12560, -7.32906], [-17.47967, -4.06297, -7.49549], [-16.86870, -2.65389, -5.68135], [-17.75621, -1.85735, -6.97586], [-14.67256, -1.96563, -6.48104], [-15.74608, -0.71693, -6.04659], [-13.19288, -0.79333, -7.42250], [-13.88113, 0.83770, -7.52179], [-13.42354, 0.12683, -8.98513], [-16.27367, 0.53638, -9.65483], [-16.48999, 1.24775, -8.09272], [-17.40535, -0.17468, -8.55776], [-18.13622, -3.54105, -10.05959], [-17.29787, -2.21787, -10.83497], [-18.33411, -1.94719, -9.36696], [-13.82408, -6.75000, -11.81286], [-12.79973, -5.57824, -12.01796], [-13.18526, -4.46575, -11.66140], [-11.74885, -5.68617, -12.63236], [-13.37726, -7.56889, -11.24905], [-14.17458, -7.24219, -12.72005], [-14.69439, -6.56659, -11.18276], [-11.15280, -2.92030, -13.19260], [-9.79456, -2.43904, -17.67785], [-10.42048, -3.07502, -16.46927], [-11.83562, -3.66940, -16.70691], [-12.07573, -4.58273, -15.64827], [-13.44241, -4.87657, -15.49702], [-9.43059, -3.89662, -15.86458], [-9.16359, -1.61791, -17.33766], [-10.50489, -1.97185, -18.35995], [-9.19789, -2.96462, -18.42341], [-10.55520, -2.25686, -15.76177], [-11.87732, -4.15628, -17.68124], [-12.61838, -2.92005, -16.82471], [-14.00394, -3.95912, -15.32071], [-13.67404, -5.50759, -14.63896], [-13.85719, -5.18968, -16.45516], [-8.60570, -3.32943, -15.73056], [-9.14406, -4.66436, -16.45496], [-11.18362, -3.67661, -7.11056], [-11.34807, -4.20976, -8.54483], [-11.50135, -5.68695, -8.72602], [-12.88153, -6.04160, -8.46777], [-13.04540, -7.43546, -8.36044], [-12.37872, -3.37710, -9.21665], [-10.31567, -4.11150, -6.61497], [-12.06362, -4.07172, -6.60303], [-11.33783, -2.60010, -7.03662], [-10.48306, -3.91355, -9.13823], [-10.74052, -6.13947, -8.09003], [-11.28292, -5.87453, -9.77731], [-14.12808, -7.51053, -8.46183], [-12.80566, -7.76188, -7.34846], [-12.40859, -7.99356, -9.04679], [-12.78690, -2.94762, -8.39871], [-13.15763, -4.01979, -9.23599], [-10.58021, 4.17230, -12.03843], [-11.31469, 2.93344, -12.26112], [-11.75756, 2.22531, -11.08673], [-12.89876, 1.31856, -11.58885], [-12.22959, 0.05986, -12.09199], [-12.45932, -0.03687, -13.55345], [-13.82093, -0.69138, -13.91403], [-13.86303, -2.02587, -13.48613], [-15.18577, -2.59848, -13.54568], [-10.15032, 4.54437, -12.96840], [-9.79004, 4.03904, -11.29952], [-11.31034, 4.93512, -11.76807], [-12.27473, 2.91487, -10.41955], [-10.92092, 1.69803, -10.62836], [-13.57239, 1.77640, -12.31322], [-13.55261, 1.19038, -10.72621], [-11.29343, 0.19130, -11.73642], [-11.68107, -0.68127, -13.96235], [-12.31635, 0.89629, -14.09831], [-13.93273, -0.77905, -14.99473], [-14.50507, -0.02182, -13.39274], [-15.55814, -2.71043, -14.56397], [-15.92470, -2.03285, -12.97810], [-15.18893, -3.65783, -13.28905], [-8.78389, -6.22170, -11.05141], [-8.65209, -4.85252, -11.39276], [-8.74120, -4.75895, -12.82855], [-7.91589, -6.83759, -11.28668], [-9.64059, -6.72995, -11.49397], [-8.99158, -6.22780, -9.98140], [-7.63476, -4.65013, -11.05785], [-9.36521, -4.25249, -10.82750], [-7.87158, -4.87921, -13.21701], [-6.08810, -2.31914, -15.99852], [-6.43790, -1.25053, -17.05458], [-7.20975, -0.32231, -16.31020], [-6.96985, -2.69931, -15.48268], [-5.42237, -1.84490, -15.27742], [-5.51252, -3.13991, -16.42646], [-6.93682, -1.49336, -17.99277], [-5.53554, -0.79642, -17.46399], [-6.61417, 0.42752, -16.24204]],
  "mulliken_charge": [0.7810, -0.6975, -1.3167, 1.9615, -1.2628, -0.8258, -1.3873, 1.6977, -0.1002, 1.7763, -1.6057, -1.7839, -1.3129, 0.4296, -0.0311, 0.0086, 0.0210, 0.5321, 0.4989, 0.3562, 0.3687, 0.4764, 0.2111, 0.5987, -0.3426, 0.4291, 0.4010, 0.0025, 0.1681, 0.3264, 0.0390, -1.4563, 2.0354, -1.3986, -0.7276, -1.3397, 1.5481, -0.5188, -0.0183, -0.5617, -0.8489, -1.7939, 0.2364, 0.0816, 0.5851, 0.4756, 0.3045, 0.3237, 0.4004, 0.5448, 0.3569, 0.2926, 0.4435, -0.8997, -0.7414, 0.3785, 0.5163, 0.5014, 0.1847, 0.2834, -0.5926, 1.6482, -1.2776, -0.8671, -1.1586, 1.4016, 0.2691, -0.0830, -1.5123, -1.5767, -1.7016, -1.0820, 0.2156, 0.4037, 0.3404, 0.3590, 0.5053, 0.3374, 0.1852, 0.3922, 0.3182, 0.6689, -0.3951, 0.2107, 0.4426, 0.2758, 0.4992, 0.1199, 0.3259, -1.3373, 0.2051, 0.6512, -0.9609, 0.3516, 0.3881, 0.1193, 1.0806, -1.5614, 1.7013, -1.0938, 0.8717, -0.9097, 0.9481, 0.3485, 0.5002, 0.2303, -0.6464, 0.4498, 0.4588, 0.0538, 0.0426, 0.4451, -1.1019, -0.6412, -1.6917, 2.1741, -0.6972, -0.2204, -1.0658, 3.0334, 0.4320, 0.5601, 0.2988, -1.3296, 0.7044, -0.0642, 0.2661, 0.2294, 0.4257, -0.2825, -1.6067, -0.8620, -0.3399, 0.0466, -0.9133, 2.3763, -0.4635, -1.0754, 0.5702, -1.2101, 0.2479, 0.2888, 0.3483, 0.8545, -0.2655, 0.5525, -0.2804, -1.7706, -0.3817, 0.7269, 0.5038, 0.3136, 0.5079, 0.1449, 0.2574, -1.6267, 0.9713, -0.0643, 0.5272, 0.0040, 0.4955, 0.2986, -0.9255, -0.0267, -0.1103, -0.5171, -0.4372, -0.4768, 0.3573, 0.3611, 0.2060, 0.4707, 0.2786]
}